A molecular structure, C38H39EuN2O6P2Te. Source: the OMol25 dataset; level of theory: wB97M-V/def2-TZVPD.

Output
E_LUMO (spin up / spin down) ... -0.688 / 0.151 eV
Total energy ... -3693.43098 a.u.
Spin multiplicity ... 7
Maximum force ... 2.9 eV/Å
E_HOMO (spin up / spin down) ... -6.55 / -6.56 eV

Geometry as XYZ:
```
89
Properties=species:S:1:pos:R:3:forces:R:3
P -0.4528 2.4983 1.4643 -0.41 1.88 1.36
C -2.3406 2.3553 -3.7169 0.19 0.07 0.13
H 3.3885 5.6905 1.3598 -0.02 0.01 0.00
H 2.9452 3.3353 4.9047 -0.01 0.00 0.00
C -2.9290 -1.4178 -1.7934 0.05 0.32 0.24
C -2.4448 5.1295 -3.7732 0.13 -0.02 0.09
H -1.7717 8.0753 1.0440 0.03 -0.06 -0.03
C -3.3108 -0.1063 -1.0719 -1.08 -0.09 -1.08
O -4.1797 0.5958 -1.5603 0.33 -0.51 0.29
C 1.7262 4.3361 1.3759 -0.13 -0.05 0.02
H -5.5722 5.0265 0.8800 -0.07 0.08 0.06
C -1.6472 4.3155 3.3195 0.11 -0.15 -0.13
C -1.4824 -2.8464 -0.3764 0.11 0.00 0.16
O -0.8256 -1.6108 1.5663 -0.46 -0.86 0.96
C -3.1860 4.3871 -4.6842 -0.04 -0.09 -0.01
H 0.5827 3.3244 -3.9677 0.04 0.01 -0.01
C -3.5322 2.4460 4.1540 0.07 -0.10 -0.03
H 4.2279 2.3957 -0.7655 -0.02 0.01 0.02
C -3.1233 3.0021 -4.6629 -0.07 0.06 -0.09
C -2.3735 6.0515 0.6147 0.05 -0.15 -0.12
C 3.4279 2.5993 -1.4684 0.10 -0.06 0.09
C 1.4910 3.0056 3.3640 0.05 0.03 -0.07
C 2.6070 3.6124 3.9140 -0.03 -0.02 0.02
H -1.0810 5.0550 -2.1125 -0.09 0.00 0.03
H -5.7780 7.4117 1.5632 -0.03 -0.06 -0.01
H -4.3293 4.0274 5.3643 0.02 -0.01 0.02
C -4.6990 5.6684 0.9077 0.00 -0.10 -0.04
H 4.1645 5.0604 3.6148 0.00 -0.01 0.00
H 1.8723 1.9921 -0.1202 0.18 0.00 0.14
C -3.5641 3.7397 4.6545 0.00 0.05 -0.01
H -3.8185 4.8914 -5.4033 0.02 -0.01 -0.03
H -0.4291 -0.1184 -3.3523 0.00 0.00 0.01
C -2.6175 4.6684 4.2447 -0.05 0.04 0.03
Te -3.2753 3.1023 -0.0012 0.87 1.51 0.31
H -4.2624 1.7173 4.4822 0.00 0.00 -0.02
H 4.7546 3.2595 -3.0258 -0.01 -0.02 0.02
H -0.9122 5.0452 3.0040 0.00 0.00 -0.02
C 3.9875 0.6029 2.0923 -0.14 0.00 -0.14
C -1.6601 4.4865 -2.8310 0.14 -0.14 -0.07
C 1.0381 3.3662 2.0932 0.06 -0.17 0.01
H -1.3274 -2.4390 -3.4912 0.01 -0.06 0.02
H -2.3187 1.2724 -3.6834 -0.06 0.00 0.02
H 0.8596 -1.2611 -3.7851 -0.02 0.08 -0.02
H -3.7000 2.4238 -5.3735 -0.01 -0.01 0.01
N -1.5645 -1.8452 -1.4654 -0.28 -0.20 0.19
C -0.4172 -2.2582 0.5593 0.40 -2.87 -0.06
C 2.1114 2.3747 -1.1061 -0.26 0.06 -0.19
H 3.8647 0.3492 3.1474 0.02 0.03 0.01
H 0.9483 2.2534 3.9278 0.00 0.01 0.03
Eu -0.5674 0.0766 0.2152 1.93 1.56 -0.85
C 2.8518 4.9379 1.9242 0.09 0.05 0.01
H -3.6666 -2.1777 -1.5186 -0.01 -0.01 -0.04
H -0.0676 -2.9894 -2.3768 -0.07 -0.05 0.03
C -2.5652 2.0918 3.2248 0.16 0.10 0.12
C -0.7237 -2.1534 -2.6239 0.32 0.28 -0.01
C 3.0308 -0.2007 1.2316 0.28 -0.05 -0.10
C -1.6149 3.0893 -2.7847 -0.05 -0.12 -0.15
H 1.3830 -1.2412 -1.5132 0.06 -0.08 0.16
H 3.8055 1.6721 1.9697 0.01 0.00 0.03
N -3.7880 7.8440 1.3329 -0.05 0.15 0.09
H 1.3748 4.6158 0.3897 -0.03 0.02 0.01
H -2.5388 1.0876 2.8117 -0.12 0.04 0.06
C 3.7264 3.0817 -2.7364 0.01 -0.01 0.03
O 0.7573 -2.2057 0.1441 -0.27 -0.12 0.04
H 5.0166 0.3826 1.8046 0.00 -0.01 0.03
H 2.9273 3.6888 -4.6277 -0.02 0.03 0.02
H -2.4829 6.2117 -3.7929 -0.01 -0.02 0.01
C -1.6267 3.0281 2.7860 0.11 -0.44 0.08
C 1.0632 2.6552 -1.9849 -0.06 -0.17 -0.05
C 2.6990 3.3305 -3.6313 0.00 0.00 -0.06
C 0.1612 -0.9643 -2.9977 -0.19 -0.07 -0.05
H 1.5083 -0.1424 2.4425 -0.22 0.01 0.17
C -2.5921 7.3651 0.9972 -0.22 -0.07 0.03
H 3.1958 -1.2739 1.3534 -0.06 -0.01 -0.04
O 0.8809 -0.4907 -1.8585 0.07 -0.04 -0.01
C -3.4485 5.1659 0.5643 0.10 -0.13 -0.14
H -2.6407 5.6759 4.6421 0.00 -0.01 -0.03
C -1.0046 3.3473 -0.0380 -1.18 -1.25 0.00
H -2.4250 -2.8946 0.1627 -0.05 0.01 -0.08
H -3.0331 -1.2325 -2.8620 0.07 -0.01 0.01
O 1.6658 0.1123 1.5295 0.15 0.16 -0.10
H 3.1677 0.0437 0.1780 -0.02 -0.01 -0.02
H -1.2103 -3.8366 -0.7486 0.02 0.02 0.02
C -4.8143 6.9968 1.2856 0.06 0.03 -0.04
O -2.6590 0.1344 0.0157 -0.75 -0.10 0.22
C 3.2915 4.5812 3.1899 0.04 0.03 -0.03
H -1.3753 5.7130 0.3588 -0.05 -0.03 0.01
P -0.6660 2.2527 -1.4570 0.24 1.91 -1.53
C 1.3768 3.1196 -3.2608 -0.04 0.01 0.04
```
Positions in Å, forces in eV/Å.

Atom charges from the Löwdin analysis, given in e for atoms 1 to 6: number 1, P, carries 0.78; number 2, C, carries -0.11; number 3, H, carries 0.10; number 4, H, carries 0.10; number 5, C, carries -0.07; number 6, C, carries -0.07

***

A molecular structure, C38H39F4N5O3S2V. Source: the OMol25 dataset; level of theory: wB97M-V/def2-TZVPD.

Output
E_LUMO (spin up / spin down) ... 4.056 / 4.057 eV
Total charge ... -2
Relative energy (zero: lowest compared OMol25 entry of this formula, charge and spin) ... 0.0 kcal per mole
Total energy ... -4110.86401 a.u.
Spin multiplicity ... 2
Maximum force ... 3.0 eV/Å
E_HOMO (spin up / spin down) ... 0.03 / 0.24 eV

Geometry as XYZ:
```
92
Properties=species:S:1:pos:R:3:forces:R:3
S -1.9681 -2.4528 -3.8840 -0.06 0.00 0.01
N -0.1477 -1.2006 -2.5419 0.47 0.05 -0.15
C 1.4317 3.2383 -4.5392 -0.06 -0.05 0.10
C -0.3759 -2.3872 -4.5580 -0.02 -0.09 -0.16
C 1.6244 3.2702 4.4499 0.02 0.04 0.06
H -3.8663 -2.3766 -2.2106 0.01 0.01 0.02
C 1.7875 3.2664 3.0750 0.02 -0.01 -0.14
C 2.2711 -1.9808 -5.2187 -0.04 -0.01 0.02
H 0.3985 -1.3487 3.3536 -0.02 0.00 0.01
H 6.6985 -0.6749 0.3452 -0.02 0.02 -0.01
H 1.2155 -3.9435 3.2806 0.01 0.01 -0.01
H -1.2691 -0.9796 2.9611 -0.03 0.00 0.03
N 2.4840 1.5701 -2.4907 -0.32 0.49 -0.42
H 2.1794 -2.7474 -1.4317 -0.04 -0.10 0.03
C 0.6576 -3.5639 -0.1532 0.00 0.03 -0.03
H -1.1421 -2.1150 0.8555 0.05 0.00 0.04
C -2.3041 -1.1337 -1.3846 0.16 -0.11 -0.23
C 3.0805 0.7535 -1.6641 0.21 -0.46 0.31
H -5.4756 -1.9174 -0.4198 0.00 0.01 0.01
N 4.4635 0.6484 -1.8761 -0.18 0.03 0.04
H 5.5220 -0.0598 -4.3522 -0.02 0.01 0.02
C 5.2766 -0.3810 -1.2717 0.00 0.02 0.06
N 0.8675 -2.5459 0.8546 -0.01 -0.13 0.18
H 2.0260 -4.8766 2.0172 -0.01 0.02 0.00
O 0.3338 1.4309 -1.5936 0.77 1.44 -2.53
C 6.0483 0.1116 -0.0515 0.00 0.00 0.04
F 2.4633 4.2806 2.4902 -0.01 -0.01 0.06
S 2.3931 -0.2587 -0.4367 0.04 0.34 -0.20
C 5.1067 1.4805 -2.8689 -0.04 -0.03 -0.04
C -3.5807 -1.7097 -1.4017 -0.16 -0.06 0.04
H -2.4084 2.6532 -0.8621 0.01 -0.02 -0.17
C 0.8966 4.0080 -5.5582 -0.01 0.03 -0.06
C 0.1057 -2.9208 -5.7523 -0.04 0.05 0.10
C 0.5963 1.1330 2.7620 -0.07 -0.53 -0.29
C 1.4358 -2.7126 -6.0723 0.04 0.04 0.02
H 2.1766 -1.8082 2.2698 0.00 -0.01 0.00
H 2.4922 3.0267 -4.5021 0.00 0.01 0.01
C -1.2928 3.7384 -4.6286 0.02 0.04 -0.06
H 2.6885 -4.2300 -0.6033 0.00 -0.02 0.01
N 0.1803 0.1615 1.9005 0.16 0.13 0.93
H 1.8304 -3.1125 -6.9990 0.01 0.00 0.00
F 0.6922 2.1337 6.2911 0.02 0.03 -0.03
C 1.3051 2.2625 2.2781 0.11 0.16 -0.07
C -2.0606 3.0083 0.1252 0.15 -0.30 0.42
C -0.4696 4.2697 -5.6188 0.06 -0.09 0.15
H 2.9189 -2.7421 1.0133 0.00 0.00 0.01
H 2.0003 4.0647 5.0755 0.00 -0.01 -0.01
C 1.7932 -1.4537 -4.0326 0.13 -0.03 -0.08
O -1.0621 2.3602 0.6117 -0.33 0.32 -0.11
H 1.5564 -4.3278 -1.9554 0.00 -0.01 0.00
C -0.7675 2.9703 -3.6044 0.15 -0.09 0.08
C 2.0626 -3.9459 2.5907 0.02 0.00 0.02
H 3.3069 -1.8184 -5.4912 0.00 0.00 -0.01
H 4.6445 2.4664 -2.8517 0.00 0.01 0.02
C -0.2682 -1.0820 2.5255 0.04 0.13 -0.03
O -2.6634 3.9247 0.6703 0.03 0.12 -0.07
H -1.4152 2.5528 -2.8460 0.00 0.02 0.01
C -4.1128 -0.6085 0.6409 0.00 0.00 -0.02
C 5.0123 0.9058 -4.2808 -0.03 0.01 -0.06
C 2.0524 -2.7155 1.6758 -0.05 -0.04 -0.02
C 0.4583 -1.6636 -3.6971 -0.12 0.09 0.25
H 5.4639 1.5838 -5.0122 0.02 -0.02 0.01
V -0.0696 0.7403 -0.0427 -0.20 -0.33 1.44
C 0.4289 1.1763 4.1683 -0.02 0.10 0.21
H -0.6688 -3.1253 2.2155 0.00 -0.07 -0.04
H 1.5545 4.4073 -6.3236 0.00 0.00 0.01
F 1.5505 2.3668 0.9531 -0.07 -0.15 0.07
C -1.8748 -0.2561 -0.3562 -0.15 -0.33 -0.17
H 3.9611 0.7684 -4.5411 0.04 0.01 0.01
H 2.9778 -3.9561 3.1888 -0.01 -0.02 -0.01
H 0.3848 -4.5432 0.2912 0.01 -0.02 0.01
H 4.6248 -1.2005 -0.9725 0.01 -0.03 -0.03
H -0.5451 -3.4768 -6.4159 0.00 0.00 0.00
C -0.3496 -2.2684 1.5864 0.05 -0.11 0.00
C -4.4933 -1.4600 -0.3970 0.05 -0.02 -0.06
H -2.6095 0.6332 1.4628 0.02 0.01 -0.01
H 6.6704 0.9766 -0.2976 -0.01 -0.01 -0.01
C 1.1581 1.8740 -2.4746 -0.05 -0.85 0.99
H -0.2086 -3.2453 -0.7395 0.04 -0.02 0.02
C 1.8460 -3.7295 -1.0879 0.00 -0.03 -0.08
C 0.6118 2.7029 -3.5296 -0.13 0.38 -0.58
H 5.3394 0.4062 0.7236 0.01 0.00 -0.01
C -2.8577 -0.0323 0.6424 0.03 0.06 -0.01
H -0.8829 4.8739 -6.4175 0.00 -0.01 0.00
H 6.1564 1.5938 -2.5773 0.01 0.02 -0.01
C -1.3864 -1.5001 -2.4820 -0.53 0.02 0.19
F -0.3113 0.2463 4.8346 0.00 0.05 -0.02
H 5.9719 -0.7677 -2.0287 0.00 0.04 0.00
H -4.8056 -0.3891 1.4472 0.00 0.00 0.00
H 2.4201 -0.8815 -3.3600 -0.03 -0.03 -0.04
C 0.9285 2.1975 4.9550 -0.07 -0.11 0.02
H -2.3605 3.9261 -4.6559 0.01 -0.01 0.01
```
Positions in Å, forces in eV/Å.

Atom charges from the Löwdin analysis, given in e for atoms 1 to 6: number 1, S, carries 1.05; number 2, N, carries 0.13; number 3, C, carries -0.04; number 4, C, carries -0.49; number 5, C, carries 0.02; number 6, H, carries 0.06

***

A molecular structure, C38H39IrN11SSe. Source: the OMol25 dataset; level of theory: wB97M-V/def2-TZVPD.

Output
E_LUMO (spin up / spin down) ... -5.452 / -8.812 eV
Total charge ... +2
Relative energy (zero: lowest compared OMol25 entry of this formula, charge and spin) ... 0.0 kcal per mole
Total energy ... -4977.11573 a.u.
Spin multiplicity ... 6
Maximum force ... 0.3 eV/Å
E_HOMO (spin up / spin down) ... -12.71 / -13.45 eV

Geometry as XYZ:
```
91
Properties=species:S:1:pos:R:3:forces:R:3
H 1.1517 0.4144 -3.5444 -0.01 -0.01 -0.01
C 0.7612 -5.7788 1.1618 -0.06 0.01 0.04
C -2.5852 3.2574 4.1257 0.01 0.00 -0.01
C 3.6724 -3.4658 1.9044 0.01 -0.01 0.00
H 1.2298 -1.6901 -1.8048 -0.03 0.00 0.01
N 2.8831 -6.2862 1.9708 0.05 0.04 -0.15
H 1.4738 3.2666 1.6334 0.01 0.01 0.00
H 4.4246 -4.1750 2.2241 0.00 0.01 0.00
C -1.2142 -0.5083 -2.8476 -0.03 -0.03 -0.01
H 1.8014 1.5523 4.3247 0.00 0.00 -0.01
C -0.8705 1.6143 3.6480 0.00 0.02 0.03
Se 2.0212 -7.8269 1.8081 -0.02 -0.07 0.17
H -0.6344 5.9745 -0.1112 0.00 0.00 0.00
H 4.3882 -1.5405 -3.6870 0.00 0.00 0.00
H -5.8284 -0.1426 -0.7617 0.01 0.01 0.00
C 2.1767 0.1319 -3.7865 0.03 0.00 0.01
N -0.8574 -0.4133 -1.7575 0.14 0.15 -0.11
H -1.9503 1.7328 5.4823 0.00 0.00 0.00
H -4.4343 1.1758 -2.0894 -0.02 -0.02 0.01
C 2.9063 -1.2634 1.4277 0.00 -0.02 0.00
Ir -0.1132 -0.3118 0.3945 0.00 -0.27 0.04
H 3.8345 3.3159 0.0797 -0.01 0.00 0.00
C -1.8208 2.1655 4.4980 0.01 0.01 0.01
H -0.9139 5.9792 1.6327 0.00 0.00 0.00
C -3.8835 0.3391 -0.2915 0.04 0.05 -0.09
C 2.2492 -1.8078 -2.1624 0.01 0.01 0.00
H 1.9510 -0.1789 4.6307 0.01 0.01 0.00
C -2.3899 3.8279 2.8857 -0.01 0.00 0.00
H 4.8873 -1.7051 2.1158 0.00 0.00 0.00
H -2.6082 -2.0867 -0.4583 0.01 -0.03 0.00
C 2.0633 -5.3481 1.5711 0.01 0.03 0.07
H 2.8316 -2.2986 -1.3806 0.00 0.00 0.00
H -1.7586 -6.2332 0.2615 0.00 0.00 0.00
C -1.4501 3.3301 1.9845 0.01 -0.01 -0.04
H 4.8397 0.1256 -3.3741 0.00 -0.01 0.00
C 1.4471 -3.0097 1.1250 0.02 0.00 0.01
H -0.2309 0.4807 5.2771 -0.01 -0.01 0.00
N 0.5285 -7.0644 1.2314 0.03 0.03 -0.16
H -1.5912 -1.1067 4.1585 0.00 0.01 0.00
H -2.4191 4.4041 0.4970 0.00 -0.02 -0.02
C 2.8121 0.5655 -1.4860 -0.03 0.02 0.01
N 1.7995 0.7472 -0.6254 0.03 -0.04 -0.06
C -0.8438 -1.1818 -5.1600 -0.07 -0.02 -0.08
C -1.9471 -2.8852 -0.1492 -0.03 0.01 0.00
S -2.7139 0.2693 0.9393 -0.03 0.00 0.13
H -3.3216 3.6651 4.8048 0.00 0.00 0.00
C 1.2531 2.3319 1.1249 0.01 0.03 0.02
H 2.1708 -0.5980 -4.5973 0.00 0.01 0.01
C -1.3849 4.0868 0.6541 -0.03 0.03 0.03
H -2.9245 1.6899 -1.4435 -0.02 -0.02 0.02
H 2.6935 1.0249 -4.1401 -0.01 0.01 0.01
C -0.5637 5.3746 0.7972 0.01 -0.03 0.00
N 1.6991 -1.6926 1.0807 -0.01 0.07 -0.02
N -0.7446 -2.5106 0.2750 0.00 0.03 -0.10
C -0.9777 3.3430 -0.6244 -0.02 0.05 -0.07
C -0.7029 2.2135 2.3861 0.02 -0.01 -0.01
H 0.0948 3.3998 -0.8183 -0.02 -0.01 -0.02
C -1.4894 -5.1851 0.2569 0.01 0.00 0.00
N -0.1650 -1.6602 -5.9622 0.03 0.00 0.05
H -1.2481 2.2861 -0.6040 0.02 0.00 0.06
C -0.6051 -0.9138 3.7345 -0.05 0.12 0.02
N -3.6914 1.0374 -1.4201 -0.04 0.03 -0.02
N 0.2186 1.6416 1.4372 -0.14 -0.02 0.04
H 0.4928 5.1526 0.9667 0.00 0.02 -0.01
C 3.8144 1.6229 -1.3119 0.01 -0.01 -0.03
C 3.9245 -2.1134 1.8431 -0.01 0.01 0.01
H -3.3497 -4.4580 -0.5337 0.00 0.00 0.00
N -5.0426 -0.3081 -0.1513 0.01 -0.01 0.01
H 1.7503 0.3999 2.9858 0.00 0.00 -0.01
H 4.7266 1.7183 -1.8763 -0.01 -0.01 0.00
N -4.0239 0.2840 -4.6616 0.01 0.08 0.04
C 4.3561 -0.7481 -2.9390 0.01 -0.01 0.00
H -5.2134 -0.7920 0.7146 0.00 -0.01 0.00
C -2.3597 -4.2104 -0.1782 0.00 0.01 0.00
C -2.9538 -0.1025 -4.4732 0.00 -0.16 -0.08
C 1.4464 0.5676 4.0150 0.01 -0.02 0.02
C 2.8935 -0.4785 -2.5613 0.01 0.00 0.04
C 2.4107 -3.9325 1.5388 -0.01 -0.02 0.03
H 4.9384 -1.0786 -2.0769 0.00 0.00 0.00
C 3.3694 2.4322 -0.3275 -0.02 0.02 0.01
H 0.0657 -1.7229 4.0291 0.00 -0.01 0.00
C -1.6700 -0.6070 -4.1816 0.00 0.10 0.16
H -0.7401 -0.9582 2.6462 0.11 -0.03 -0.02
C 0.1183 -3.4533 0.6916 0.00 -0.03 0.02
C -0.2229 -4.8073 0.6999 -0.01 -0.02 0.02
H 3.0778 -0.1971 1.3770 0.01 0.01 -0.02
C 2.1161 1.8677 0.0880 0.10 -0.02 0.01
H -2.9859 4.6837 2.5908 0.00 0.00 0.00
C -0.0642 0.4439 4.1986 -0.03 -0.02 -0.03
H 2.2387 -2.4671 -3.0317 0.00 0.00 0.01
H -1.4634 3.8203 -1.4788 0.01 0.01 0.01
```
Positions in Å, forces in eV/Å.

Atom charges from the Löwdin analysis, given in e for atoms 1 to 6: number 1, H, carries 0.06; number 2, C, carries -0.34; number 3, C, carries -0.04; number 4, C, carries 0.04; number 5, H, carries 0.03; number 6, N, carries -0.21

***

The highest maximum force belongs to which entry?
C38H39F4N5O3S2V

***

The lowest maximum force belongs to which entry?
C38H39IrN11SSe

***

Among the records above, which one has the lowest maximum force?
C38H39IrN11SSe

***

What is the formula in the second record?
C38H39F4N5O3S2V